(1)
Formula: C40H35CoN5O4P2S2
Source: OMol25
Level of theory: ωB97M-V/def2-TZVPD

Last column: Mulliken spin population.
Geometry (Å):
Co  0.32  -0.57  -0.15  2.63
C  3.31  -0.38  4.36  0.01
S  4.02  0.28  2.84  0.00
C  2.77  -0.02  1.65  0.02
S  1.28  -0.72  2.09  0.07
N  3.18  0.40  0.47  -0.01
N  2.25  0.24  -0.50  0.03
C  2.53  0.63  -1.68  0.02
C  1.48  0.48  -2.69  -0.01
C  1.65  0.87  -4.02  0.00
C  0.61  0.70  -4.91  0.00
C  -0.58  0.13  -4.46  0.00
C  -0.67  -0.23  -3.13  0.00
N  0.32  -0.04  -2.27  0.05
H  4.06  -0.21  5.13  0.00
H  3.11  -1.44  4.27  0.00
H  2.39  0.15  4.61  0.00
H  3.50  1.06  -1.93  0.01
H  2.60  1.29  -4.33  0.00
H  0.72  1.00  -5.94  0.00
H  -1.41  -0.03  -5.13  0.00
H  -1.56  -0.70  -2.73  0.00
C  -2.36  2.44  2.33  0.00
N  -1.43  1.57  1.62  0.02
P  -1.88  0.06  0.98  -0.04
C  -3.50  0.39  0.21  0.01
C  -3.48  1.03  -1.03  0.01
C  -4.66  1.39  -1.65  0.00
C  -5.88  1.11  -1.05  0.00
C  -5.91  0.48  0.19  0.00
C  -4.72  0.12  0.82  0.00
C  -2.26  -1.03  2.37  0.00
C  -1.86  -0.75  3.67  -0.01
C  -2.06  -1.69  4.68  0.00
C  -2.63  -2.92  4.38  0.00
C  -3.02  -3.21  3.08  0.00
C  -2.83  -2.27  2.08  0.01
P  -0.05  2.13  0.78  0.00
C  -0.62  3.60  -0.15  0.02
C  -0.99  4.81  0.45  0.00
C  -1.47  5.85  -0.32  0.00
C  -1.59  5.71  -1.69  0.00
C  -1.21  4.53  -2.30  0.00
C  -0.73  3.48  -1.53  0.00
C  0.98  2.91  2.06  0.01
C  1.98  3.78  1.65  0.00
C  2.86  4.33  2.58  0.00
C  2.73  4.01  3.93  0.00
C  1.73  3.14  4.34  0.00
C  0.87  2.58  3.41  0.00
H  -3.08  2.90  1.65  0.00
H  -1.82  3.22  2.85  0.00
H  -2.92  1.85  3.07  0.00
H  -2.53  1.25  -1.50  0.00
H  -4.63  1.90  -2.61  0.00
H  -6.80  1.39  -1.53  0.00
H  -6.86  0.26  0.66  0.00
H  -4.76  -0.37  1.78  0.00
H  -1.38  0.19  3.89  0.00
H  -1.74  -1.47  5.69  0.00
H  -2.77  -3.65  5.16  0.00
H  -3.45  -4.17  2.84  0.00
H  -3.11  -2.51  1.06  0.00
H  -0.87  4.93  1.52  0.00
H  -1.76  6.78  0.16  0.00
H  -1.97  6.53  -2.29  0.00
H  -1.28  4.42  -3.38  0.00
H  -0.42  2.55  -2.00  0.01
H  2.09  4.03  0.60  0.00
H  3.64  5.00  2.25  0.00
H  3.41  4.44  4.65  0.00
H  1.63  2.89  5.39  0.00
H  0.11  1.87  3.73  0.00
O  1.25  -2.60  -0.61  0.05
C  0.07  -3.01  -0.72  -0.02
O  -0.91  -2.21  -0.74  0.07
C  -0.20  -4.49  -0.78  0.01
C  0.84  -5.39  -0.91  0.00
C  0.58  -6.76  -0.94  0.00
C  -0.71  -7.23  -0.81  0.00
C  -1.74  -6.30  -0.66  0.00
C  -1.51  -4.94  -0.66  0.00
N  -3.12  -6.79  -0.49  0.00
O  -3.98  -5.96  -0.25  0.00
O  -3.31  -7.98  -0.61  0.00
H  1.85  -5.01  -0.99  0.00
H  1.40  -7.46  -1.04  0.00
H  -0.95  -8.28  -0.81  0.00
H  -2.32  -4.24  -0.55  0.00

For the relative energy (zero: lowest compared OMol25 entry of this formula, charge and spin), the calculation gives 0.0 kcal per mole. Its multiplicity is 4. The HOMO energy (alpha / beta) comes out at -7.6 / -7.6 eV. The HOMO-LUMO gap (alpha / beta) comes out at 7.2110 / 7.1584 eV.

=====

(2)
Formula: C40H35N3O2P2S5V
Source: OMol25
Level of theory: ωB97M-V/def2-TZVPD

Last column: Mulliken spin population.
Geometry (Å):
V  0.41  -1.39  -2.16  0.99
C  0.48  0.58  -5.78  0.00
C  0.10  0.33  -4.32  0.01
O  0.68  -0.72  -3.81  0.00
C  -0.76  1.17  -3.70  -0.01
C  -1.28  0.99  -2.30  0.01
C  -2.78  0.70  -2.35  -0.01
N  -0.39  0.08  -1.61  0.01
N  1.61  1.47  -1.55  0.00
C  2.54  0.45  -1.22  0.06
O  2.19  -0.76  -1.38  0.00
C  3.81  0.85  -0.69  -0.03
C  4.82  -0.12  -0.45  0.02
C  6.04  0.24  0.07  -0.01
C  6.32  1.57  0.38  0.03
C  5.33  2.53  0.18  -0.01
C  4.11  2.19  -0.35  0.01
H  0.15  -0.27  -6.38  0.00
H  1.57  0.65  -5.85  0.00
H  0.03  1.49  -6.16  0.00
H  -1.11  2.04  -4.23  0.00
H  -3.26  1.43  -2.99  0.00
H  -3.23  0.76  -1.37  0.00
H  -2.94  -0.30  -2.75  0.00
H  4.59  -1.16  -0.66  0.00
H  6.79  -0.52  0.24  0.00
H  7.27  1.84  0.81  0.00
H  5.52  3.56  0.43  0.00
H  3.35  2.95  -0.47  0.01
C  -1.59  0.85  2.27  0.00
N  -0.89  0.09  1.26  0.01
P  -0.93  -1.64  1.17  -0.01
C  -1.02  -2.04  2.97  0.00
C  -2.19  -2.12  3.72  0.00
C  -2.13  -2.35  5.08  0.00
C  -0.91  -2.51  5.72  0.00
C  0.27  -2.44  4.97  0.00
C  0.21  -2.21  3.61  0.00
C  -2.66  -2.10  0.77  0.00
C  -2.91  -3.47  0.82  0.00
C  -4.14  -3.98  0.48  0.00
C  -5.14  -3.12  0.04  0.00
C  -4.89  -1.76  -0.03  0.00
C  -3.66  -1.25  0.33  0.00
P  0.74  0.47  0.71  0.01
C  1.14  1.94  1.70  0.00
C  1.63  1.69  2.98  0.00
C  2.12  2.71  3.77  0.00
C  2.17  4.01  3.28  0.00
C  1.71  4.26  1.99  0.00
C  1.21  3.25  1.20  0.00
C  0.31  1.17  -0.97  -0.04
C  -0.88  2.10  -1.26  0.00
C  -0.83  3.52  -1.65  0.00
C  0.12  4.13  -2.38  0.00
C  1.38  3.60  -2.79  0.01
C  1.98  2.44  -2.43  -0.01
H  -1.20  0.67  3.29  0.00
H  -2.64  0.59  2.27  0.00
H  -1.48  1.92  2.06  0.00
H  -3.15  -2.01  3.24  0.00
H  -3.05  -2.41  5.66  0.00
H  -0.87  -2.67  6.78  0.00
H  1.22  -2.57  5.46  0.00
H  1.11  -2.15  3.02  0.00
H  -2.11  -4.13  1.14  0.00
H  -4.32  -5.05  0.51  0.00
H  -6.10  -3.52  -0.26  0.00
H  -5.67  -1.09  -0.38  0.00
H  -3.46  -0.20  0.28  0.00
H  1.62  0.67  3.35  0.00
H  2.50  2.49  4.76  0.00
H  2.57  4.80  3.89  0.00
H  1.77  5.27  1.59  0.00
H  0.87  3.46  0.20  0.00
H  -1.55  1.99  -0.40  0.00
H  -1.73  4.08  -1.41  0.00
H  -0.07  5.16  -2.68  0.00
H  1.94  4.21  -3.48  0.00
H  2.95  2.24  -2.87  0.00
S  -3.00  -7.78  -0.94  0.00
C  -2.20  -6.37  -1.29  0.00
S  -2.86  -5.13  -2.32  0.00
C  -1.52  -3.99  -2.16  0.00
C  -0.47  -4.40  -1.40  0.01
S  0.95  -3.47  -1.16  -0.02
S  -0.63  -5.99  -0.66  0.00
S  -1.59  -2.47  -2.94  -0.02

As for the charge: -2. For the relative energy (zero: lowest compared OMol25 entry of this formula, charge and spin), the calculation gives 51.3 kcal per mole. Its multiplicity is 2. The HOMO energy (alpha / beta) comes out at 0.2 / 0.3 eV. The HOMO-LUMO gap (alpha / beta) comes out at 3.9372 / 3.8480 eV.

=====

(3)
Formula: C40H36ClHoN3Si2
Source: OMol25
Level of theory: ωB97M-V/def2-TZVPD

Last column: Mulliken spin population.
Geometry (Å):
C  -0.96  -0.22  1.65  -0.01
C  -1.69  0.42  0.60  -0.01
C  -1.86  -0.53  -0.45  0.00
H  -2.17  1.40  0.67  0.00
C  -1.21  -1.74  -0.07  0.00
C  -0.68  -1.56  1.25  -0.01
H  -0.21  -2.34  1.84  0.00
H  -0.85  0.19  2.66  0.00
H  -2.47  -0.41  -1.34  0.00
H  -1.18  -2.66  -0.67  0.00
Ho  0.56  -0.01  -0.19  4.09
Si  2.69  0.36  -7.73  0.00
C  1.98  1.86  -8.59  0.00
C  2.64  2.49  -9.66  0.00
H  3.60  2.10  -10.00  0.00
C  2.04  3.59  -10.28  0.00
H  2.53  4.06  -11.14  0.00
C  0.81  4.08  -9.82  0.00
H  0.35  4.94  -10.31  0.00
C  0.16  3.45  -8.75  0.00
H  -0.82  3.82  -8.40  0.00
C  0.74  2.34  -8.14  0.00
H  0.23  1.83  -7.32  0.00
C  2.20  -1.15  -8.70  0.00
C  1.12  -1.08  -9.60  0.00
H  0.72  -0.10  -9.88  0.00
C  0.55  -2.24  -10.11  0.00
H  -0.31  -2.18  -10.79  0.00
C  1.08  -3.49  -9.76  0.00
H  0.61  -4.41  -10.12  0.00
C  2.25  -3.56  -8.98  0.00
H  2.71  -4.53  -8.79  0.00
C  2.82  -2.39  -8.47  0.00
H  3.72  -2.43  -7.86  0.00
H  1.89  0.25  -6.48  0.00
Si  0.29  0.22  -3.29  -0.04
C  -0.43  -1.41  -3.83  0.00
C  -1.55  -1.49  -4.68  0.00
H  -1.98  -0.57  -5.11  0.00
C  -2.08  -2.75  -5.00  0.00
H  -2.95  -2.80  -5.66  0.00
C  -1.51  -3.91  -4.49  0.00
H  -1.91  -4.89  -4.77  0.00
C  -0.37  -3.84  -3.68  0.00
H  0.11  -4.74  -3.31  0.00
C  0.18  -2.59  -3.36  0.00
H  1.09  -2.52  -2.75  0.00
C  -0.81  1.61  -3.89  0.00
C  -2.07  1.80  -3.27  0.00
H  -2.37  1.14  -2.45  0.00
C  -2.91  2.84  -3.69  0.00
H  -3.87  2.95  -3.19  0.00
C  -2.52  3.68  -4.73  0.00
H  -3.18  4.47  -5.07  0.00
C  -1.28  3.51  -5.34  0.00
H  -0.96  4.15  -6.15  0.00
C  -0.41  2.50  -4.91  0.00
H  0.59  2.40  -5.34  0.00
H  4.14  0.50  -7.30  0.00
Cl  2.16  0.46  -4.14  0.00
C  2.36  -2.44  4.91  0.00
C  2.34  -1.07  5.23  0.00
C  2.23  -0.11  4.22  0.00
C  2.11  -0.52  2.88  -0.01
C  2.21  -1.90  2.54  0.00
C  2.36  -2.83  3.56  0.00
N  1.77  0.39  1.87  -0.01
N  1.90  1.65  2.25  0.01
C  1.46  2.60  1.33  0.00
C  1.84  3.95  1.50  0.00
C  1.44  4.89  0.55  0.00
C  0.58  4.49  -0.47  0.00
C  0.18  3.17  -0.57  0.00
N  0.68  2.21  0.27  -0.01
H  2.41  -3.20  5.69  0.00
H  2.40  -0.77  6.27  0.00
H  2.20  0.96  4.47  0.00
H  2.17  -2.21  1.49  0.00
H  2.47  -3.89  3.32  0.00
H  2.44  4.17  2.37  0.00
H  1.78  5.92  0.63  0.00
H  0.22  5.22  -1.20  0.00
H  -0.53  2.86  -1.35  0.00

As for the charge: +1. Its multiplicity is 5. The HOMO energy (alpha / beta) comes out at -9.4 / -9.4 eV. The HOMO-LUMO gap (alpha / beta) comes out at 3.9481 / 3.9103 eV.

=====

(4)
Formula: C40H36N2PtS3Sb
Source: OMol25
Level of theory: ωB97M-V/def2-TZVPD

Last column: Mulliken spin population.
Geometry (Å):
Pt  1.20  -1.01  -0.01  1.52
S  3.26  -2.35  0.15  0.58
C  2.93  -2.20  1.78  0.02
N  1.73  -1.64  2.12  0.16
C  1.57  -1.56  3.44  0.17
C  0.42  -1.08  4.12  0.04
C  0.43  -1.09  5.47  0.04
C  1.58  -1.56  6.19  0.21
C  2.71  -2.05  5.56  -0.02
C  2.71  -2.06  4.18  0.15
S  3.93  -2.65  3.11  -0.02
H  -0.44  -0.75  3.55  0.01
H  -0.43  -0.75  6.02  0.00
H  1.56  -1.53  7.28  0.00
H  3.56  -2.41  6.12  0.00
N  1.64  0.95  -0.09  0.39
S  2.15  1.78  -1.41  0.00
C  3.86  2.18  -1.16  0.00
C  4.42  3.11  -2.03  0.00
C  5.76  3.42  -1.88  0.00
C  6.52  2.80  -0.89  0.00
C  5.94  1.87  -0.04  0.00
C  4.60  1.55  -0.17  0.01
C  1.34  3.34  -1.24  0.02
C  0.31  3.60  -2.13  0.01
C  -0.39  4.79  -1.99  0.00
C  -0.06  5.67  -0.96  0.01
C  0.98  5.38  -0.08  0.00
C  1.70  4.21  -0.22  0.01
H  1.88  1.38  0.80  -0.01
H  3.82  3.60  -2.79  0.00
H  6.22  4.14  -2.55  0.00
H  7.57  3.04  -0.80  0.00
H  6.54  1.40  0.73  0.00
H  4.15  0.82  0.49  0.00
H  0.06  2.91  -2.93  0.00
H  -1.18  5.04  -2.69  0.00
H  -0.61  6.60  -0.85  0.00
H  1.25  6.09  0.69  0.00
H  2.53  3.99  0.44  0.00
C  -1.76  0.97  1.72  0.03
C  -2.28  1.40  0.38  -0.05
C  -2.91  2.63  0.24  0.00
C  -3.43  3.04  -0.99  0.01
C  -3.33  2.23  -2.11  0.00
C  -2.70  0.99  -2.00  0.04
C  -2.21  0.58  -0.76  0.03
Sb  -1.34  -1.32  -0.65  0.50
C  -1.55  -2.15  -2.58  0.04
C  -2.87  -2.30  -3.02  0.02
C  -3.10  -2.79  -4.30  0.01
C  -2.02  -3.10  -5.11  0.00
C  -0.72  -2.94  -4.65  0.01
C  -0.45  -2.47  -3.37  -0.07
C  0.97  -2.38  -2.89  0.13
C  -2.16  -2.63  0.78  0.03
C  -1.24  -3.55  1.30  0.02
C  -1.66  -4.52  2.18  0.02
C  -3.00  -4.57  2.55  0.01
C  -3.90  -3.64  2.04  0.00
C  -3.51  -2.65  1.14  0.01
C  -4.56  -1.70  0.61  0.00
H  -1.66  1.82  2.40  0.00
H  -0.78  0.49  1.64  -0.01
H  -2.44  0.25  2.20  0.00
H  -3.00  3.28  1.10  0.00
H  -3.91  4.01  -1.07  0.00
H  -3.73  2.55  -3.06  0.00
H  -2.62  0.36  -2.87  0.01
H  -3.71  -2.06  -2.38  0.00
H  -4.11  -2.91  -4.65  0.00
H  -2.19  -3.48  -6.11  0.00
H  0.11  -3.20  -5.30  0.00
H  1.68  -2.58  -3.69  0.01
H  1.17  -3.10  -2.09  -0.02
H  1.21  -1.36  -2.53  -0.03
H  -0.20  -3.52  1.00  -0.04
H  -0.96  -5.25  2.57  0.00
H  -3.35  -5.33  3.23  0.00
H  -4.94  -3.69  2.33  0.00
H  -5.15  -1.29  1.43  0.00
H  -5.25  -2.23  -0.05  0.00
H  -4.14  -0.86  0.05  0.00

As for the charge: +3. For the relative energy (zero: lowest compared OMol25 entry of this formula, charge and spin), the calculation gives 1.7 kcal per mole. Its multiplicity is 5. The HOMO energy (alpha / beta) comes out at -16.2 / -16.3 eV. The HOMO-LUMO gap (alpha / beta) comes out at 7.7725 / 4.6486 eV.

=====

Question: Which value of multiplicity does entry 4 give?
Answer: 5

=====

Question: Which of these has the lowest multiplicity?
Answer: C40H35N3O2P2S5V

=====

Question: Number 3 is which compound?
Answer: C40H36ClHoN3Si2